# 1
The following is a quantum chemistry calculation of a cluster of 14 separate species, C26H50N14O20 in total at a distorted geometry, from OMol25.

Geometry as XYZ:
```
110
Properties=species:S:1:pos:R:3:forces:R:3:mulliken_charge:R:1
O 20.5890 22.6120 10.6540 -0.06 0.40 -0.70 -0.53
O 27.9770 19.2480 7.5700 -0.86 0.93 1.84 -0.54
O 25.2800 23.8100 8.4040 -0.94 -0.74 -1.85 -0.42
O 30.1100 24.6150 11.4810 3.10 -2.94 -2.17 -0.57
O 27.5170 16.4320 12.8980 1.75 -2.48 0.75 -0.52
O 25.2560 25.4300 16.0040 -0.76 -1.26 1.62 -0.29
O 26.7060 27.0080 12.6030 2.32 1.15 -0.95 -0.41
O 31.7220 23.4610 10.3140 -2.05 0.41 1.28 -0.57
O 22.0400 28.2000 12.2650 -0.33 1.06 -1.05 -0.59
O 21.3010 23.4640 13.6330 0.79 0.77 -0.39 -0.41
O 21.8660 26.6360 13.6520 -0.67 -1.87 1.52 -0.56
O 28.7160 27.7670 12.9480 1.38 1.09 2.11 -0.51
O 27.2590 20.7990 8.9890 0.62 -2.16 -1.09 -0.46
O 27.2030 24.3750 8.8390 2.39 0.44 -0.76 -0.37
O 27.6170 22.4980 15.8540 0.85 1.40 -0.19 -0.40
O 25.3380 27.2400 17.0870 -0.97 -3.06 1.97 -0.50
O 29.5410 23.2590 16.3770 1.26 0.67 0.97 -0.60
O 20.1550 24.7720 10.3170 3.86 -3.89 -0.03 -0.56
O 19.7200 24.0190 14.9330 -1.04 1.33 0.47 -0.58
O 26.9410 18.4050 12.9760 -0.33 1.94 1.44 -0.48
N 23.5510 22.1340 20.0660 2.67 -0.20 -2.90 0.03
N 25.1840 25.9720 17.1100 2.08 4.15 -3.40 0.60
N 27.5430 19.6090 8.6760 1.01 4.26 -2.31 0.82
N 30.6200 23.5790 10.8210 -3.27 3.81 1.70 0.89
N 22.1570 28.0870 7.6750 1.93 0.71 -2.33 0.00
N 25.1900 24.0830 13.4450 1.63 -3.15 -1.43 1.31
N 28.5940 23.2480 15.6620 -0.85 -2.14 -2.11 0.99
N 20.8740 23.7930 14.7170 0.83 -3.30 -0.57 0.74
N 27.8550 27.4120 12.2380 -2.68 -2.06 -1.40 0.86
N 22.4590 27.5540 13.1880 0.40 0.05 -0.90 1.07
N 29.4050 19.6650 12.6120 15.23 8.27 0.82 0.16
N 26.8530 17.2750 13.4240 -0.14 -0.10 -5.42 0.85
N 26.4250 23.9430 8.0170 -1.38 0.60 2.59 0.78
N 20.9940 23.7340 10.4360 -5.19 1.99 1.61 0.98
C 23.9000 27.3440 8.9920 -3.78 3.65 -6.20 -0.26
C 25.3260 22.7530 14.1020 0.22 2.09 -1.32 -0.53
C 28.2390 27.2370 10.8010 0.96 1.93 -0.77 -0.70
C 29.5130 22.5380 10.6250 -2.01 4.20 -1.84 -0.20
C 29.4020 20.6860 13.5090 2.57 -0.56 -0.08 0.09
C 26.8450 23.4930 6.6600 2.00 17.77 -1.59 -1.15
C 22.4020 23.9010 10.5370 2.11 5.28 3.70 -0.58
C 22.9320 21.8030 18.8520 -0.36 -1.40 -1.00 -0.57
C 27.3820 18.6560 9.6720 0.54 -4.24 -1.22 -0.82
C 25.9180 21.8340 13.0520 -1.36 0.69 5.24 0.31
C 22.4500 27.8350 8.9630 4.92 -2.37 -1.13 -0.81
C 26.1150 22.5390 11.8790 -0.53 3.81 -1.29 0.34
C 25.3160 21.7910 18.4090 -8.52 -0.88 6.07 -0.44
C 24.4330 27.5820 7.5940 -5.54 0.99 -0.53 -0.66
C 23.1900 28.0850 6.7350 4.36 -2.78 8.30 -0.59
C 30.7820 19.3650 12.0460 -0.95 3.78 4.91 -0.64
C 24.9400 22.1350 19.8600 1.59 -0.74 -2.05 -0.73
C 25.7030 23.9940 12.1460 0.40 -2.88 -1.25 -0.56
C 31.7330 20.2190 12.8040 -5.00 0.58 -0.30 -0.75
C 25.1690 25.1890 18.3340 1.13 -1.42 1.77 -0.45
C 28.6330 24.0570 14.3710 2.37 3.93 2.18 0.54
C 21.6650 23.3370 16.0000 -1.97 4.07 -2.73 -0.67
C 30.8370 21.1330 13.6710 -3.08 -5.53 -3.86 -0.67
C 25.6560 16.8830 14.0500 0.85 3.12 7.69 -0.80
C 23.7660 27.9500 13.7030 0.30 0.28 0.11 -0.65
C 23.9730 21.3100 17.9000 0.41 3.27 1.94 -0.26
H 29.2330 27.6670 10.5040 -0.49 -0.77 1.40 0.31
H 30.8490 18.4690 11.5080 0.41 -0.87 -0.80 0.52
H 24.8060 25.7090 19.2050 0.05 0.93 -0.15 0.36
H 24.3970 26.8270 9.7070 1.30 -1.00 2.39 0.83
H 28.3380 20.7520 13.9230 2.11 1.08 0.03 0.15
H 25.7460 24.8080 11.3100 -0.34 -1.47 2.19 -0.43
H 25.8950 16.2760 14.9670 -0.09 0.13 -1.20 0.30
H 27.9860 24.9620 14.7150 2.08 -0.41 -0.34 0.28
H 28.9280 22.8110 9.6570 1.16 -0.09 1.70 0.00
H 21.7510 21.9500 18.7610 3.03 -0.80 0.14 0.31
H 24.5340 24.3250 18.2680 -0.32 -0.35 -0.80 -0.04
H 22.9550 23.4810 11.5320 -1.96 0.75 -2.51 0.18
H 21.3060 28.3550 7.2670 -1.64 0.38 0.45 0.18
H 27.8890 23.7910 6.5430 -0.39 -0.53 -0.23 0.29
H 23.5840 28.2960 14.6920 -0.26 1.13 0.70 0.34
H 24.8710 24.9780 13.8260 0.23 -0.92 0.14 -0.34
H 24.4390 27.1480 13.9490 0.15 -0.69 -0.79 0.02
H 26.0440 24.0760 5.8620 2.59 -1.42 2.31 0.30
H 28.7950 22.4190 11.4230 0.53 0.18 0.43 -0.25
H 28.1610 18.5860 10.3940 1.20 0.15 -0.05 0.13
H 27.2830 17.7280 9.0340 0.12 0.52 1.51 0.33
H 25.6030 22.1950 20.7810 -0.87 0.24 -1.58 0.34
H 30.1660 21.8590 10.3990 2.55 -5.56 -1.07 0.64
H 27.6420 27.8250 10.1400 -1.41 0.09 -0.04 0.34
H 26.5710 22.6870 6.6740 -4.29 -16.16 -0.35 0.57
H 26.1920 24.7400 18.6270 -1.33 1.11 -1.08 0.28
H 25.3700 27.4170 7.0430 -0.32 -0.10 0.97 0.37
H 26.5610 18.8470 10.2410 -2.63 0.65 1.25 0.41
H 28.1730 26.2170 10.5830 -0.14 -1.52 -0.32 0.11
H 22.6640 23.3530 15.8660 3.25 0.35 -0.58 0.06
H 21.6920 27.8040 9.6960 -0.48 -0.01 0.70 0.54
H 29.6060 24.2590 13.6570 -2.03 -0.53 2.89 0.17
H 23.1470 28.1330 5.7220 -0.66 0.45 -2.55 0.43
H 32.8360 20.3730 12.7410 -1.29 -0.47 -0.19 0.34
H 25.1090 22.8120 15.2950 0.74 -0.74 -3.43 -0.24
H 26.1700 21.6830 17.8940 3.21 -0.29 -1.17 0.67
H 31.1790 21.9100 14.2090 0.95 2.44 1.93 0.67
H 22.8370 23.5860 9.6730 1.33 -1.30 -2.31 0.48
H 23.9080 20.8430 16.8870 -0.60 0.80 1.05 0.44
H 26.2120 20.7980 13.4770 -0.63 1.76 -1.53 0.21
H 23.1990 22.3690 20.9830 -0.49 -0.05 -0.52 0.23
H 27.9140 23.8040 13.7590 -3.59 -2.97 -3.22 -0.88
H 21.2390 24.1280 16.5230 -0.19 0.51 2.60 0.34
H 24.8530 16.5030 13.5760 -1.87 -1.36 -2.68 0.35
H 26.4630 22.1770 10.8270 -0.67 0.72 2.36 0.00
H 22.5270 25.1280 10.5050 -0.05 -3.21 0.26 -0.04
H 24.1070 28.6730 12.9710 0.51 0.04 0.49 0.34
H 21.3160 22.4070 16.0390 -1.60 -3.68 1.10 0.50
H 25.3670 17.8770 14.5280 -0.35 -1.32 -0.58 0.24
H 28.7750 19.1380 12.4610 -10.73 -8.56 -2.41 0.29
```
Forces are in eV/Å.

As for the LUMO energy: -1.24 eV. For the HOMO energy, the calculation gives -7.504 eV. The orbital gap is 6.3 eV.

# 2
The following is a quantum chemistry calculation of a cluster of 5 separate species, C26H50NO13PSi in total, from OMol25.

Geometry as XYZ:
```
92
Properties=species:S:1:pos:R:3:forces:R:3:mulliken_charge:R:1
P 6.4228 -2.4184 0.9415 -0.09 -0.14 -0.77 0.14
Si 4.3175 -2.0721 1.6766 -0.33 0.10 0.02 0.39
O 1.8984 -8.7226 -0.7754 -0.08 -0.11 0.04 -0.55
O -2.1545 -3.9329 0.1068 -0.15 0.00 -0.02 -0.36
O -1.6656 -1.8018 -0.4184 -0.09 0.07 -0.11 -0.53
O -5.4132 1.5426 3.4421 0.07 -0.03 0.10 -0.24
O -2.1710 3.4849 -0.7516 0.00 -0.03 -0.15 -0.51
O -1.3483 4.5088 1.0787 0.05 0.10 0.04 -0.21
O -6.4963 2.8433 4.9192 -0.08 0.07 0.16 -0.53
O 2.2022 -6.9736 -2.1626 -0.13 0.10 -0.05 -0.40
O -0.4585 -3.5161 -1.2658 0.05 -0.04 0.10 -0.28
O 1.1225 6.2651 -1.3867 0.28 0.16 0.33 -0.36
O -3.4661 3.8450 1.0569 -0.03 -0.10 0.02 -0.39
O -7.4896 1.0215 4.0304 -0.04 -0.04 -0.04 -0.35
O 3.5210 -7.2079 -0.3936 0.13 0.06 -0.01 -0.36
N 6.3871 -2.8944 -0.5730 -0.29 -0.23 0.35 -0.66
C -1.9628 5.0888 2.2386 0.02 -0.05 -0.04 -0.48
C -1.4529 -2.9640 -0.5235 0.06 -0.21 0.13 0.56
C 2.0341 3.9185 -2.9640 -0.09 -0.12 0.01 -0.90
C -1.8546 -6.2929 0.6272 -0.08 0.08 0.11 -1.51
C 0.7217 1.3856 -0.2883 -0.07 -0.04 -0.09 -0.64
C -4.3797 4.8570 3.0702 -0.17 -0.04 -0.16 -1.27
C 2.4031 -0.2700 0.6526 0.08 -0.09 -0.26 -0.83
C 1.7138 2.2588 -1.0657 0.04 0.08 -0.04 -0.87
C -3.1840 4.2121 2.4251 -0.03 0.03 0.08 0.62
C -2.3166 3.9015 0.3493 -0.07 0.02 0.16 0.63
C -0.3562 -4.9010 -0.8950 0.02 0.01 -0.13 -0.48
C 1.1398 -0.0772 -0.1992 0.57 0.17 0.23 -0.48
C -1.7553 -5.2144 -0.4195 -0.02 -0.10 0.06 0.52
C 1.6123 5.2602 -3.5525 0.09 0.08 -0.12 -0.67
C 4.0899 -6.1468 -1.1816 0.02 -0.11 0.04 -0.17
C 1.7586 6.4620 -2.6328 -0.15 -0.07 -0.09 -0.69
C 3.2699 -1.4807 0.2359 -0.16 0.27 0.50 -0.14
C 3.2709 -5.1480 -3.3869 -0.10 -0.14 -0.10 -1.64
C -0.1118 6.9120 -1.2361 -0.20 -0.12 -0.18 -0.39
C -5.0013 0.0840 1.5399 0.06 0.17 0.02 -1.42
C 1.0540 3.2971 -1.9675 0.05 -0.06 0.08 0.22
C -7.1662 0.1887 2.9056 -0.02 0.04 0.01 -0.49
C -6.4725 1.8918 4.2099 0.11 -0.09 -0.23 0.62
C 2.9210 -5.7268 -2.0418 0.06 0.12 -0.06 1.40
C -5.6510 0.2301 2.8915 0.00 -0.06 -0.11 0.48
C 2.4860 -7.7378 -1.0806 0.04 0.16 -0.03 0.68
H 0.5937 1.7854 0.7189 -0.11 0.06 0.11 0.23
H -1.3591 -7.1987 0.2765 0.00 -0.01 -0.02 0.39
H -5.2408 0.9400 0.9088 -0.06 -0.01 -0.01 0.33
H -4.1049 5.2921 4.0310 0.03 -0.01 0.02 0.38
H -3.9180 0.0250 1.6289 0.00 -0.03 -0.02 0.35
H 7.0492 -3.2996 1.8411 0.10 0.15 0.28 0.06
H 4.4592 -5.3571 -0.5365 0.02 0.03 0.11 0.07
H 0.6156 4.0677 -1.3453 -0.15 0.05 0.05 -0.23
H 3.7286 -5.9096 -4.0186 0.08 0.01 0.04 0.39
H 4.2982 -1.0807 2.7780 0.14 -0.02 0.01 -0.18
H 1.3595 -0.4394 -1.2045 -0.19 -0.11 -0.14 0.30
H 3.0316 0.6153 0.5589 0.05 0.13 0.17 0.34
H -0.6091 6.4653 -0.3836 -0.03 -0.05 0.20 -0.17
H -0.7557 6.7520 -2.1048 -0.06 0.05 -0.11 0.32
H 0.3314 -0.6684 0.2209 -0.08 -0.15 -0.15 0.24
H -7.5937 0.6390 2.0068 0.02 -0.01 -0.03 0.31
H 2.3836 -4.7744 -3.8963 0.00 0.01 0.02 0.37
H -1.2690 5.0598 3.0741 0.06 -0.05 -0.05 0.36
H 2.2390 5.4768 -4.4214 -0.01 -0.01 -0.13 0.37
H 2.2777 -5.0412 -1.4853 0.04 0.07 0.02 -0.49
H 2.6228 -2.2985 -0.0769 0.03 -0.16 -0.17 -0.11
H 7.1218 -1.2083 1.1458 0.13 0.00 0.29 0.07
H -7.5793 -0.8050 3.0524 -0.02 0.02 0.10 0.32
H -1.3799 -5.9665 1.5526 0.08 -0.01 -0.03 0.36
H -2.4062 -5.4330 -1.2699 0.01 0.00 -0.03 0.29
H -0.2543 1.4381 -0.7700 -0.10 0.03 -0.01 0.32
H 0.3752 -5.0002 -0.0873 -0.02 0.00 0.03 0.26
H -2.8942 -6.5316 0.8455 0.00 0.00 -0.01 0.38
H 0.5880 5.2016 -3.9243 -0.15 -0.05 0.04 0.29
H 0.0015 7.9850 -1.0626 0.07 0.12 -0.05 0.36
H 6.9485 -3.7243 -0.7117 0.18 0.04 -0.22 0.22
H -2.9145 3.2937 2.9540 0.02 0.00 0.01 0.20
H 2.1444 3.2110 -3.7882 0.16 -0.05 -0.08 0.43
H -0.0444 -5.4982 -1.7481 0.00 0.09 -0.07 0.39
H -5.2456 -0.4951 3.6024 -0.01 -0.01 0.01 0.22
H -4.7941 5.6364 2.4297 0.11 0.07 0.00 0.33
H 0.2384 2.8217 -2.5130 -0.13 0.02 -0.08 0.43
H -5.3537 -0.8254 1.0527 0.02 -0.04 0.01 0.39
H 2.8119 6.6658 -2.4377 0.13 -0.10 0.09 0.37
H 4.9099 -6.5532 -1.7778 0.01 0.01 -0.02 0.29
H -5.1542 4.1161 3.2516 0.01 0.06 0.05 0.07
H 1.3540 7.3464 -3.1338 -0.03 0.11 0.00 0.42
H -2.2300 6.1249 2.0153 -0.04 0.01 0.01 0.28
H 3.8382 -3.3662 2.2212 0.11 -0.03 -0.04 -0.13
H 2.1197 -0.3564 1.7011 -0.07 0.13 0.15 0.48
H 3.9140 -1.1987 -0.5921 0.00 -0.17 -0.26 0.45
H 2.3634 2.7963 -0.3728 0.18 -0.03 0.04 0.29
H 3.0247 4.0117 -2.5132 0.09 0.09 0.12 0.34
H 2.3699 1.6237 -1.6693 0.02 -0.11 -0.08 0.38
H 3.9689 -4.3203 -3.2590 0.00 0.02 0.02 0.39
```
Forces are in eV/Å.

As for the LUMO energy: 0.44 eV. For the HOMO energy, the calculation gives -8.671 eV. Its SMILES is COCCCCCCCCC[SiH2][PH2]=N.C[C@@H]1COC(=O)O1.C[C@@H]1COC(=O)O1.C[C@@H]1COC(=O)O1.C[C@@H]1COC(=O)O1. The orbital gap is 9.1 eV.

- The highest orbital gap belongs to which entry?
  C26H50NO13PSi

- What is the orbital gap in the second record?
  9.1 eV

- orbital gap of number 2 (C26H50NO13PSi)?
  9.1 eV